{
  "formula": "C17H20N4O3S2",
  "method": "the ωB97M-V functional and the def2-TZVPD basis",
  "homo_lumo_gap_ha": 0.3218,
  "charge": 0,
  "e_above_lowest_kj_mol": 6.72,
  "smiles": "COCCSc1nnc(NC(=O)[C@@H]2CC(=O)N(c3ccc(C)cc3)C2)s1",
  "lumo_energy_ev": 0.35,
  "elements": ["C", "H", "O", "C", "C", "H", "H", "S", "C", "N", "N", "C", "N", "C", "O", "C", "C", "C", "O", "N", "C", "C", "C", "C", "C", "C", "H", "H", "C", "H", "H", "H", "H", "H", "C", "H", "H", "H", "H", "H", "H", "S", "H", "H", "H", "H"],
  "xyz": [[9.132, 2.161, -0.109], [9.236, 2.135, -1.201], [7.959, 1.511, 0.305], [7.917, 0.154, -0.057], [6.588, -0.420, 0.392], [6.521, -1.487, 0.192], [6.422, -0.225, 1.450], [5.237, 0.397, -0.529], [3.943, -0.622, -0.029], [4.045, -1.638, 0.756], [2.902, -2.262, 0.981], [1.881, -1.748, 0.382], [0.648, -2.319, 0.509], [-0.614, -1.998, 0.061], [-1.514, -2.777, 0.261], [-0.787, -0.667, -0.648], [-0.654, 0.491, 0.347], [-2.089, 0.828, 0.744], [-2.407, 1.515, 1.685], [-2.918, 0.224, -0.143], [-4.324, 0.319, -0.111], [-4.934, 1.520, 0.236], [-6.312, 1.614, 0.271], [-7.115, 0.527, -0.045], [-6.496, -0.669, -0.388], [-5.120, -0.780, -0.420], [-4.671, -1.730, -0.665], [-7.102, -1.532, -0.628], [-8.610, 0.621, -0.007], [-9.006, -0.003, 0.794], [-8.931, 1.646, 0.164], [-9.039, 0.271, -0.944], [-6.769, 2.554, 0.545], [-4.326, 2.373, 0.489], [-2.224, -0.529, -1.167], [-2.674, -1.513, -1.307], [-2.255, 0.017, -2.117], [-0.072, 0.252, 1.236], [-0.210, 1.373, -0.120], [-0.064, -0.602, -1.463], [0.679, -3.185, 1.041], [2.295, -0.332, -0.593], [8.031, 0.045, -1.148], [8.735, -0.402, 0.430], [9.047, 3.193, 0.223], [10.020, 1.702, 0.342]]
}